Record 1
The following is a DFT calculation (ωB97M-V with the def2-TZVPD basis set) of a molecular structure, C5H3Cl2NO3PrTl at a distorted geometry.

```
! RIJCOSX wB97M-V def2-TZVPD def2/J DEFGRID3
* xyz 4 3
Tl -1.264 0.273 -3.486
Pr 0.726 0.475 0.273
Cl 0.253 -1.476 -1.387
Cl -0.736 2.187 -0.940
C 2.261 2.553 1.056
C 0.573 -1.726 -4.480
C 0.765 1.767 -4.961
O 2.779 3.537 1.354
O 1.320 -2.585 -4.530
O 1.583 2.400 -5.457
C -1.593 -1.437 4.148
C -0.959 -0.825 3.011
N -0.433 -0.356 2.081
H -0.886 -2.112 4.657
H -2.464 -2.014 3.804
H -1.925 -0.662 4.858
*
```

As for the gap between HOMO and LUMO (alpha / beta): 5.3 / 5.6 eV. The calculation puts the largest force on an atom at 5.370 eV/A.

=====

Record 2
The following is a DFT calculation (ωB97M-V with the def2-TZVPD basis set) of 5 unconnected molecules or ions with the total composition C30H36FN6O2S at a distorted geometry.

```
! RIJCOSX wB97M-V def2-TZVPD def2/J DEFGRID3
* xyz 1 1
C 1.357 -3.486 -2.589
N 0.357 -2.419 -2.474
C -0.465 -2.504 -1.251
C 0.833 -1.131 -2.705
O 0.071 -0.234 -3.043
C 2.296 -0.750 -2.566
C 2.483 0.351 -1.529
N 1.413 1.336 -1.359
C 1.242 1.642 -0.145
C 2.065 0.893 0.801
S 0.725 -0.039 1.685
C 2.865 -0.105 -0.106
C 4.383 -0.243 0.095
C 4.653 -1.672 0.473
O 4.514 -2.113 1.597
F 4.989 -2.445 -0.569
H 0.883 -4.419 -2.326
H 2.211 -3.378 -1.927
H 1.656 -3.592 -3.622
H -1.510 -2.552 -1.530
H -0.248 -3.410 -0.707
H -0.349 -1.645 -0.604
H 2.963 -1.560 -2.314
H 2.625 -0.393 -3.532
H 3.322 0.924 -1.925
H 0.886 1.815 -2.082
H 0.573 2.394 0.242
H 2.601 1.458 1.545
H 1.365 -0.837 2.559
H 2.392 -1.070 0.000
H 4.900 0.025 -0.814
H 4.701 0.386 0.909
N -1.628 -5.301 -4.519
C -1.726 -3.977 -4.398
C -2.754 -3.230 -4.953
C -3.733 -3.892 -5.676
C -3.644 -5.267 -5.813
C -2.577 -5.922 -5.217
H -0.935 -3.499 -3.824
H -2.784 -2.156 -4.820
H -4.552 -3.346 -6.127
H -4.386 -5.823 -6.370
H -2.472 -6.998 -5.297
N -1.142 3.146 -1.315
C -1.757 4.145 -0.678
C -3.018 4.605 -1.016
C -3.679 4.002 -2.073
C -3.057 2.964 -2.747
C -1.797 2.572 -2.331
H -1.205 4.591 0.142
H -3.469 5.417 -0.463
H -4.665 4.336 -2.368
H -3.539 2.466 -3.576
H -1.284 1.755 -2.830
N 0.141 4.082 2.473
C -0.989 3.694 3.070
C -1.759 4.520 3.871
C -1.332 5.822 4.074
C -0.160 6.243 3.468
C 0.535 5.339 2.681
H -1.284 2.666 2.886
H -2.667 4.151 4.325
H -1.904 6.499 4.695
H 0.210 7.249 3.601
H 1.454 5.630 2.186
N 0.255 -1.824 4.675
C 1.446 -1.948 5.263
C 1.657 -1.774 6.620
C 0.572 -1.449 7.417
C -0.673 -1.315 6.825
C -0.777 -1.513 5.458
H 2.271 -2.204 4.605
H 2.646 -1.891 7.041
H 0.694 -1.304 8.482
H -1.547 -1.063 7.410
H -1.735 -1.424 4.957
*
```

As for the gap between HOMO and LUMO: 7.8 eV. The calculation puts the largest force on an atom at 3.059 eV/A.

=====

Q: What is the formula in the first record?
A: C5H3Cl2NO3PrTl